This record from the Open Molecules 2025 dataset describes a molecular structure, C12H19CoI2N2O4 at a distorted geometry. The level of theory is ωB97M-V with the def2-TZVPD basis set.

XYZ file:
```
40
Properties=species:S:1:pos:R:3:forces:R:3
Co 0.4657 0.7001 -0.2984 -0.93 -0.79 0.40
I 4.5477 0.3596 0.6991 -0.05 -0.01 -0.01
C 4.2928 2.2530 -0.1854 0.06 0.09 0.01
I 2.2747 2.8031 -0.6377 0.15 -0.21 0.22
H 4.8283 2.2865 -1.1275 -0.02 -0.02 0.04
H 4.6479 3.0072 0.5083 -0.01 -0.02 -0.06
C 1.3938 -0.3553 3.4555 -0.06 0.02 0.04
C 0.3457 0.0250 2.4717 0.05 -0.12 0.03
O 0.5958 0.9136 1.6099 -0.44 0.29 -0.09
N -0.8352 -0.5719 2.4969 0.18 -0.08 -0.08
C -1.9321 -0.1038 1.6703 -0.07 0.15 0.00
C -2.0405 -0.7062 0.2901 -0.03 0.03 0.01
C -3.0653 -1.5958 0.0161 0.00 0.12 0.08
C -3.2609 -2.0624 -1.2726 0.00 0.02 -0.04
C -2.4305 -1.5952 -2.2739 0.08 0.04 -0.03
C -1.4094 -0.7249 -1.9429 0.01 0.04 0.09
N -1.2021 -0.2992 -0.6845 0.21 -0.02 0.16
H 2.0559 0.4933 3.6058 0.02 -0.02 0.03
H 1.9759 -1.1707 3.0216 0.05 -0.01 -0.02
H 0.9743 -0.6837 4.4039 0.00 -0.01 0.00
H -0.9851 -1.3324 3.1452 -0.02 0.11 0.03
H -1.8178 0.9773 1.5813 -0.08 -0.03 -0.02
H -2.8624 -0.2856 2.2048 0.04 -0.05 -0.01
H -3.7248 -1.8981 0.8174 0.00 -0.02 0.02
H -4.0598 -2.7569 -1.4910 -0.02 -0.03 -0.01
H -2.5525 -1.8998 -3.3030 0.00 0.01 -0.02
H -0.7325 -0.3546 -2.6958 0.07 0.02 -0.06
C 2.4101 -2.1459 -1.8112 -0.06 -0.05 0.06
C 1.6208 -1.0326 -1.2497 0.19 0.10 -0.23
O 1.3651 0.0400 -1.8831 -0.57 0.08 -0.39
O 1.1256 -1.0318 -0.0707 0.80 0.23 0.09
H 2.6136 -1.9768 -2.8642 -0.01 0.02 -0.01
H 1.8706 -3.0823 -1.6668 0.01 -0.01 0.00
H 3.3498 -2.2142 -1.2617 0.02 -0.01 0.02
C -1.9024 2.6395 -1.1783 0.05 0.08 -0.02
O -0.7310 2.3426 -0.3752 0.45 0.14 -0.02
H -2.0056 3.7197 -1.2501 -0.04 -0.03 -0.03
H -2.7878 2.1952 -0.7256 0.01 0.01 -0.04
H -1.7241 2.2252 -2.1651 -0.03 0.01 -0.01
H -0.6926 2.8990 0.4164 0.02 -0.07 -0.12
```
Forces are in eV/Å.

Its net charge is +2. The calculated total energy is -77736.1870 eV. The HOMO-LUMO gap is 7.00 eV. Its energy above the lowest of the compared OMol25 structures with the same formula, charge and spin is 2.6 kcal per mole.

Atomic partial charges in e from the Mulliken method, atoms 1 to 5: number 1, Co, carries -0.353; number 2, I, carries 0.112; number 3, C, carries -0.885; number 4, I, carries 0.330; number 5, H, carries 0.430

=====

This record from the Open Molecules 2025 dataset describes a molecular structure, C25H35N6OPSb2Sc at a distorted geometry. The level of theory is ωB97M-V with the def2-TZVPD basis set.

XYZ file:
```
71
Properties=species:S:1:pos:R:3:forces:R:3
Sc 0.3037 -0.2541 0.2173 0.97 -0.38 -0.24
C 5.5574 -2.1904 -0.0352 0.25 -0.26 0.01
N 4.5088 -1.1771 0.0683 -0.23 -0.02 -0.01
C 4.7218 0.1661 0.1595 -0.05 0.20 0.01
C 3.4935 0.7499 0.2449 -0.01 0.09 0.03
N 2.5293 -0.2259 0.2082 -0.14 -0.18 -0.06
C 3.1787 -1.3948 0.0994 0.16 -0.12 0.02
P 2.4569 -3.0824 0.0329 -0.25 0.37 0.02
C 1.2552 -2.7497 -1.3161 0.13 -0.06 0.02
N 0.5138 -1.6424 -1.4671 -0.08 0.09 0.25
C -0.2150 -1.8100 -2.6200 0.01 0.04 -0.08
C 0.0997 -3.0174 -3.1646 -0.12 0.15 -0.03
N 1.0213 -3.5950 -2.3365 -0.02 0.18 0.09
C 1.6344 -4.9045 -2.5522 0.15 -0.32 -0.02
C 1.3181 -2.8771 1.4619 0.20 -0.03 0.04
N 0.5656 -1.8021 1.7481 -0.15 0.05 -0.20
C -0.0558 -2.0670 2.9439 -0.03 0.05 0.07
C 0.3337 -3.2962 3.3802 -0.11 0.16 0.10
N 1.1969 -3.7901 2.4441 -0.10 0.16 -0.18
C 1.8504 -5.0960 2.5080 0.19 -0.31 0.04
H 6.5166 -1.6945 -0.1480 -0.03 0.06 -0.01
H 5.5891 -2.8049 0.8626 -0.04 0.06 0.03
H 5.3932 -2.8272 -0.9013 -0.04 0.06 -0.03
H 5.7061 0.6035 0.1565 0.01 -0.06 0.00
H 3.2564 1.7965 0.3363 0.01 -0.01 0.00
H -0.8914 -1.0581 -2.9927 -0.02 -0.03 0.01
H -0.2568 -3.4922 -4.0632 0.05 -0.05 0.02
H 1.2640 -5.3112 -3.4882 -0.01 0.04 -0.01
H 2.7171 -4.8187 -2.6135 -0.02 0.08 -0.02
H 1.3715 -5.5914 -1.7501 -0.06 0.06 0.01
H -0.7242 -1.3690 3.4212 -0.01 -0.02 -0.02
H 0.0609 -3.8335 4.2731 0.06 -0.07 -0.04
H 1.3921 -5.6799 3.3004 -0.05 0.04 0.00
H 1.7253 -5.6298 1.5691 -0.05 0.03 0.00
H 2.9121 -4.9924 2.7246 -0.03 0.10 0.02
C -5.6234 -0.3925 -0.1634 0.20 0.19 -0.17
Sb -3.7655 0.6581 -0.3771 -0.45 0.65 0.39
C -3.3513 0.8310 1.7425 -0.06 -0.01 -0.27
C -4.4182 2.7740 -0.7869 0.19 -0.97 -0.10
C -4.2146 3.5912 0.4217 0.04 0.35 0.27
C -5.2782 3.7488 1.3159 0.06 -0.05 -0.16
C -5.1480 4.5016 2.4684 0.05 0.03 0.04
C -3.9313 5.1058 2.7572 -0.01 0.01 0.05
C -2.8668 4.9571 1.8848 0.06 -0.01 0.02
C -2.9826 4.2071 0.7141 -0.25 -0.08 0.04
C -1.8295 4.1533 -0.2273 -0.14 -0.30 -0.04
Sb -0.2685 2.6547 0.1101 0.14 1.11 0.09
C 1.0847 3.5981 -1.2577 0.03 -0.23 -0.01
C 0.4746 3.4924 1.9337 -0.02 -0.21 0.01
H -6.2332 0.1671 0.5434 -0.02 -0.02 0.00
H -5.4361 -1.3940 0.2177 0.04 0.01 0.01
H -6.1232 -0.4541 -1.1268 -0.02 -0.01 0.01
H -3.7009 1.7913 2.1199 0.05 -0.01 0.00
H -2.2772 0.7389 1.9376 -0.01 0.05 0.10
H -3.8739 0.0300 2.2644 0.04 -0.04 -0.01
H -5.4674 2.6282 -1.0346 -0.02 0.11 -0.03
H -3.8732 3.0912 -1.6696 -0.06 0.03 -0.03
H -6.2287 3.2829 1.0815 -0.02 0.04 0.01
H -5.9937 4.6345 3.1293 0.01 -0.02 0.00
H -3.8198 5.7098 3.6475 0.00 0.00 -0.01
H -1.9322 5.4625 2.1020 -0.01 0.02 -0.02
H -1.2280 5.0584 -0.1420 0.12 -0.05 -0.02
H -2.1279 4.0381 -1.2666 0.07 0.01 -0.02
H 1.2309 4.6239 -0.9244 -0.03 -0.01 0.06
H 0.6536 3.6084 -2.2574 -0.03 -0.04 0.02
H 2.0467 3.0912 -1.2954 0.00 0.03 -0.02
H 0.7681 4.5219 1.7367 0.00 0.00 -0.05
H 1.3347 2.9372 2.3048 0.01 0.03 0.01
H -0.3104 3.4788 2.6884 -0.01 -0.03 -0.02
O -2.3123 -2.0467 0.2397 -0.18 0.18 -0.10
C -1.8395 -1.0237 0.0349 -0.32 -0.93 0.17
```
Forces are in eV/Å.

Its net charge is +3. The calculated total energy is -80522.0761 eV. The HOMO-LUMO gap is 5.78 eV.

Atomic partial charges in e from the Mulliken method, atoms 1 to 5: number 1, Sc, carries 0.226; number 2, C, carries -0.776; number 3, N, carries 0.169; number 4, C, carries -0.631; number 5, C, carries -0.708